1.
Formula: C7H11N
Source: the Open Molecules 2025 dataset
Level of theory: ωB97M-V/def2-TZVPD

Structure (ORCA input):
```
! RIJCOSX wB97M-V def2-TZVPD def2/J DEFGRID3
* xyz 0 1
N 1.162 1.374 0.881
C 2.154 1.217 -0.204
C 0.327 0.239 1.258
C -0.505 -0.141 0.102
C 3.410 1.179 0.260
C -2.138 -1.672 -1.186
C -3.409 -1.237 -1.448
C -1.333 -1.164 0.025
H 0.908 -0.595 1.578
H -0.300 0.597 2.085
H -3.929 -0.503 -0.784
H 3.720 1.111 1.380
H 1.905 1.200 -1.239
H 4.297 1.593 -0.147
H -3.950 -1.911 -2.166
H -1.289 -1.836 0.958
H -0.688 0.748 -0.623
H -1.555 -2.349 -1.787
H 1.708 1.787 1.730
*
```

## Properties
Gap between HOMO and LUMO = 9.81 eV
DFT total energy = -327.9330 Eh
LUMO = 0.0374 hartree
SMILES string = C=C/C=C/CNC=C
Relative energy (zero: lowest compared OMol25 entry of this formula, charge and spin) = 97.3 kcal/mol



2.
Formula: C7H11N
Source: the Open Molecules 2025 dataset
Level of theory: ωB97M-V/def2-TZVPD

Structure (ORCA input):
```
! RIJCOSX wB97M-V def2-TZVPD def2/J DEFGRID3
* xyz 0 1
N -1.388 -1.617 1.159
C -0.343 1.818 0.967
C 0.594 1.526 -1.549
C 0.163 0.971 -0.182
C 0.194 -0.376 -0.099
C 1.073 -2.055 -1.776
C 0.472 -1.231 -1.169
C -0.048 -1.140 1.174
H 0.090 -0.420 2.050
H 0.209 2.587 -1.818
H 0.776 -1.726 1.483
H -1.740 -1.808 2.055
H 1.330 -2.799 -2.474
H 1.597 1.410 -1.514
H -1.773 -2.164 0.396
H 0.206 0.937 -2.363
H -1.326 1.477 1.173
H 0.333 1.726 1.813
H -0.419 2.884 0.675
*
```

## Properties
Gap between HOMO and LUMO = 9.28 eV
DFT total energy = -327.9492 Eh
LUMO = 0.0350 hartree
SMILES string = C#CC(CN)=C(C)C
Relative energy (zero: lowest compared OMol25 entry of this formula, charge and spin) = 87.1 kcal/mol



3.
Formula: C7H11N2
Source: the Open Molecules 2025 dataset
Level of theory: ωB97M-V/def2-TZVPD

Structure (ORCA input):
```
! RIJCOSX wB97M-V def2-TZVPD def2/J DEFGRID3
* xyz 1 1
N -0.326 0.196 -0.296
N 2.471 -0.812 -0.007
C 1.894 1.381 -1.098
C 0.081 -1.213 -0.611
C -1.026 0.385 0.984
C 2.223 0.559 0.131
C 1.530 -1.543 -0.292
C -2.532 0.406 0.716
C 0.855 0.902 -0.399
H -3.024 1.081 1.309
H -0.968 0.531 -0.989
H 2.249 1.970 -1.922
H -0.639 -0.360 1.708
H -2.894 -0.620 0.727
H 2.668 1.133 0.985
H -0.548 -2.024 0.023
H -2.689 0.823 -0.333
H 1.694 -2.605 -0.417
H -0.761 1.292 1.372
H -0.261 -1.483 -1.593
*
```

## Properties
Gap between HOMO and LUMO = 9.57 eV
DFT total energy = -382.4106 Eh
LUMO = -0.1367 hartree
SMILES string = CC[N@@H+]1CC=N[C@H]2C=C21
Relative energy (zero: lowest compared OMol25 entry of this formula, charge and spin) = 133.7 kcal/mol



4.
Formula: C7H11N2
Source: the Open Molecules 2025 dataset
Level of theory: ωB97M-V/def2-TZVPD

Structure (ORCA input):
```
! RIJCOSX wB97M-V def2-TZVPD def2/J DEFGRID3
* xyz 1 1
N -0.534 0.516 -2.102
N -1.168 1.260 0.027
C 1.714 -1.513 -0.123
C 0.780 0.998 1.437
C 0.310 -0.448 -1.796
C -1.298 1.294 -1.230
C -1.199 -0.546 1.387
C 0.720 -0.736 -0.489
C -0.214 0.277 0.486
H -0.654 0.779 -3.076
H 1.911 0.987 1.058
H -1.946 -0.875 0.680
H 2.219 -2.155 -0.912
H 0.819 0.621 2.444
H 0.443 1.995 1.417
H -1.742 -0.032 2.136
H 2.119 -1.658 0.927
H -2.085 1.829 -1.616
H -0.813 -1.464 1.936
H 0.619 -1.130 -2.591
*
```

## Properties
Gap between HOMO and LUMO = 8.37 eV
DFT total energy = -382.4901 Eh
LUMO = -0.2207 hartree
SMILES string = C=C1C=[NH+]C=NC1(C)C
Relative energy (zero: lowest compared OMol25 entry of this formula, charge and spin) = 83.8 kcal/mol



5.
Formula: C7H11N2
Source: the Open Molecules 2025 dataset
Level of theory: ωB97M-V/def2-TZVPD

Structure (ORCA input):
```
! RIJCOSX wB97M-V def2-TZVPD def2/J DEFGRID3
* xyz 1 1
N -2.333 -1.317 0.195
N -2.407 0.933 -0.150
C -1.702 -0.147 -0.023
C 1.024 0.677 0.028
C 2.329 0.034 -0.070
C 2.107 -1.275 -0.048
C 0.682 -1.648 -0.041
C 0.044 -0.263 -0.017
C 0.873 2.207 0.068
H 0.795 2.745 -0.937
H 1.866 2.610 0.491
H -3.347 0.694 -0.255
H -1.949 1.807 -0.337
H -3.336 -1.268 0.397
H 0.501 -1.937 -1.088
H 3.362 0.327 -0.012
H 2.801 -2.124 0.030
H -1.666 -2.139 0.389
H 0.004 2.456 0.632
H 0.352 -2.372 0.748
*
```

## Properties
Gap between HOMO and LUMO = 9.05 eV
DFT total energy = -382.5407 Eh
LUMO = -0.1349 hartree
SMILES string = CC1=C(C(N)=[NH2+])CC=C1
Relative energy (zero: lowest compared OMol25 entry of this formula, charge and spin) = 52.0 kcal/mol



6.
Formula: C7H11N2
Source: the Open Molecules 2025 dataset
Level of theory: ωB97M-V/def2-TZVPD

Structure (ORCA input):
```
! RIJCOSX wB97M-V def2-TZVPD def2/J DEFGRID3
* xyz 1 1
N 2.640 -0.066 -0.596
N 0.794 1.310 -1.377
C 1.831 0.649 -1.584
C -0.476 -1.147 -0.617
C 2.250 -0.104 0.627
C 0.081 1.453 -0.288
C 0.285 0.783 0.997
C -2.117 0.259 0.692
C -0.722 0.143 0.190
H 2.251 0.576 -2.593
H 0.608 -1.384 -0.477
H -2.881 0.058 -0.022
H 2.817 -0.619 1.317
H 0.140 1.272 1.896
H -1.301 -1.773 -0.118
H -2.457 1.143 1.200
H 3.556 -0.411 -0.983
H -2.230 -0.415 1.530
H -0.565 2.364 -0.275
H -0.726 -0.917 -1.679
*
```

## Properties
Gap between HOMO and LUMO = 8.35 eV
DFT total energy = -382.4011 Eh
LUMO = -0.1877 hartree
Relative energy (zero: lowest compared OMol25 entry of this formula, charge and spin) = 139.6 kcal/mol



7.
Formula: C7H11N2
Source: the Open Molecules 2025 dataset
Level of theory: ωB97M-V/def2-TZVPD

Structure (ORCA input):
```
! RIJCOSX wB97M-V def2-TZVPD def2/J DEFGRID3
* xyz 1 1
N 0.090 -0.859 0.864
N -0.631 0.330 0.450
C -2.939 0.584 -0.282
C 2.206 0.085 0.113
C 3.431 0.177 -0.486
C -1.609 -0.058 -0.596
C 1.318 -0.959 0.533
C -0.318 1.481 0.909
C 2.419 1.327 -0.303
H -0.973 2.314 0.583
H 3.739 -0.238 -1.499
H -3.706 -0.178 0.292
H 2.745 2.315 -0.240
H -2.893 1.443 0.383
H 1.754 -1.920 0.922
H 4.352 0.166 0.099
H -3.440 0.877 -1.143
H -1.178 0.343 -1.607
H 0.286 1.345 1.756
H -1.695 -1.189 -0.730
*
```

## Properties
Gap between HOMO and LUMO = 8.52 eV
DFT total energy = -382.3614 Eh
LUMO = -0.1793 hartree
SMILES string = C=[N+](CC)/N=C\C1=CC1
Relative energy (zero: lowest compared OMol25 entry of this formula, charge and spin) = 164.6 kcal/mol



8.
Formula: C7H11N2
Source: the Open Molecules 2025 dataset
Level of theory: ωB97M-V/def2-TZVPD

Structure (ORCA input):
```
! RIJCOSX wB97M-V def2-TZVPD def2/J DEFGRID3
* xyz 1 1
N 0.132 0.118 -0.328
N -0.293 -0.327 1.811
C -0.373 -0.826 3.116
C -0.737 0.917 1.558
C 0.343 -0.050 -1.730
C -0.491 1.134 0.199
C -0.130 1.070 -2.609
C 0.260 -0.855 0.690
C 1.207 -0.977 -2.075
H -0.815 -0.181 3.875
H 0.722 -1.151 3.265
H 1.466 -1.289 -3.080
H -0.309 0.657 -3.603
H 1.542 -1.634 -1.288
H -0.704 2.057 -0.350
H -1.089 1.474 -2.355
H 0.697 1.796 -2.784
H -0.855 -1.770 2.916
H 0.520 -1.849 0.429
H -1.095 1.684 2.344
*
```

## Properties
Gap between HOMO and LUMO = 9.63 eV
DFT total energy = -382.5429 Eh
LUMO = -0.1411 hartree
SMILES string = C=C(C)[n+]1ccn(C)c1
Relative energy (zero: lowest compared OMol25 entry of this formula, charge and spin) = 50.7 kcal/mol